{"formula": "C28H40F8N9OS", "method": "the ωB97M-V functional and the def2-TZVPD basis", "symbols": ["C", "C", "C", "S", "C", "C", "O", "C", "C", "F", "F", "C", "F", "F", "C", "F", "F", "C", "F", "F", "H", "H", "H", "H", "H", "H", "H", "H", "H", "H", "H", "H", "H", "C", "C", "N", "H", "H", "H", "C", "C", "N", "H", "H", "H", "C", "C", "N", "H", "H", "H", "C", "C", "N", "H", "H", "H", "C", "C", "N", "H", "H", "H", "C", "C", "N", "H", "H", "H", "C", "C", "N", "H", "H", "H", "C", "C", "N", "H", "H", "H", "C", "C", "N", "H", "H", "H"], "positions_angstrom": [[-1.704, -3.068, -2.831], [-1.679, -1.713, -3.749], [-2.306, -0.568, -2.845], [-4.173, -0.695, -2.972], [-1.985, 0.900, -3.384], [-0.450, 1.217, -3.591], [0.244, 1.622, -2.378], [0.787, 0.488, -1.707], [1.438, 0.773, -0.315], [2.456, 1.752, -0.518], [2.146, -0.406, 0.057], [0.521, 1.216, 0.901], [0.744, 0.278, 1.949], [1.034, 2.457, 1.360], [-1.035, 1.285, 0.695], [-1.349, 2.420, -0.094], [-1.597, 0.116, 0.165], [-1.878, 1.528, 2.057], [-1.108, 2.041, 3.108], [-2.582, 0.352, 2.384], [-2.705, -3.098, -2.303], [-0.890, -2.956, -2.038], [-1.518, -3.992, -3.465], [-2.316, -1.951, -4.663], [-0.586, -1.557, -4.037], [-4.610, -0.118, -1.777], [-2.635, 1.105, -4.322], [-2.387, 1.626, -2.589], [0.141, 0.404, -4.109], [-0.397, 2.128, -4.280], [0.060, -0.400, -1.637], [1.631, 0.099, -2.383], [-2.684, 2.303, 1.837], [3.712, -2.604, -3.310], [2.238, -2.677, -3.518], [1.091, -2.732, -3.676], [4.119, -3.604, -3.187], [4.185, -2.131, -4.171], [3.932, -2.018, -2.417], [-8.118, 0.534, -4.558], [-7.783, -0.852, -4.135], [-7.507, -1.931, -3.802], [-7.267, 0.978, -5.074], [-8.975, 0.520, -5.232], [-8.361, 1.141, -3.685], [-2.781, 4.748, -5.411], [-2.452, 3.330, -5.727], [-2.182, 2.228, -5.965], [-3.775, 4.991, -5.787], [-2.761, 4.900, -4.331], [-2.051, 5.410, -5.878], [1.109, 1.340, 5.047], [1.973, 1.766, 6.184], [2.645, 2.098, 7.067], [1.371, 0.327, 4.742], [0.062, 1.361, 5.349], [1.249, 2.013, 4.202], [3.123, 2.543, 10.511], [2.226, 2.148, 11.638], [1.512, 1.837, 12.530], [4.141, 2.208, 10.714], [2.777, 2.087, 9.582], [3.122, 3.629, 10.395], [-5.320, 2.422, -7.534], [-6.806, 2.517, -7.405], [-7.960, 2.589, -7.308], [-5.060, 2.016, -8.511], [-4.875, 3.412, -7.430], [-4.918, 1.768, -6.758], [2.259, 4.289, 16.127], [1.893, 3.487, 14.923], [1.607, 2.857, 13.981], [1.916, 3.780, 17.029], [3.341, 4.412, 16.178], [1.790, 5.272, 16.073], [6.484, -4.605, -0.248], [6.251, -4.590, -1.718], [6.069, -4.580, -2.862], [6.860, -5.582, 0.056], [7.216, -3.842, 0.020], [5.550, -4.403, 0.278], [5.464, -8.543, -2.974], [6.311, -8.117, -1.826], [6.968, -7.785, -0.933], [5.745, -9.549, -3.288], [4.414, -8.542, -2.680], [5.601, -7.856, -3.809]], "forces_ev_per_angstrom": [[0.187, 1.057, -0.374], [-0.935, -0.911, 1.453], [0.685, 0.743, -0.895], [0.533, 0.337, 0.756], [-0.685, -0.854, 0.494], [-0.812, 0.911, -1.131], [-0.031, -0.889, 0.766], [0.396, -1.431, -1.051], [1.611, -0.153, -1.659], [-1.677, -1.425, 0.706], [-1.305, 1.883, -0.503], [1.569, -0.099, 1.403], [-0.670, 1.655, -1.567], [-1.506, -2.104, -0.620], [-1.932, 0.163, 0.253], [0.707, -2.187, 1.109], [1.835, 2.583, 0.516], [-1.317, 0.357, -0.499], [-0.988, -1.311, -1.200], [1.798, 1.911, 0.244], [1.126, -0.152, -0.707], [-1.068, -0.289, -1.016], [-0.226, 0.908, 0.832], [0.812, 0.275, 0.478], [-1.966, 0.156, 0.256], [0.571, -0.553, -0.906], [1.433, -0.294, 1.408], [0.673, -0.675, -1.019], [-0.745, 0.632, 0.641], [0.176, -1.116, 1.036], [0.475, 1.348, 0.125], [-0.693, 0.364, 1.216], [1.184, -0.977, 0.211], [-0.942, 0.008, -0.106], [-0.359, 0.097, -0.024], [2.065, -0.267, 0.116], [-0.104, 0.137, -0.079], [-0.054, -0.048, 0.050], [-0.076, -0.017, -0.048], [0.163, -0.714, 0.213], [0.347, -0.962, 0.356], [-0.663, 1.736, -0.588], [-0.043, -0.091, 0.089], [0.089, -0.001, 0.022], [0.055, -0.081, -0.033], [0.181, -0.775, -0.049], [0.190, -0.256, -0.263], [-0.385, 1.767, -0.491], [0.057, -0.038, 0.038], [-0.008, -0.068, -0.065], [-0.035, -0.088, 0.016], [0.475, 0.236, 0.603], [0.193, 0.075, 0.261], [-0.750, -0.370, -0.997], [0.011, 0.091, 0.029], [0.105, 0.021, 0.004], [0.005, -0.062, 0.081], [-0.609, 0.043, 0.771], [-1.041, -0.957, 0.771], [1.329, -3.728, -7.884], [-0.076, 0.018, 0.026], [0.090, 0.089, 0.078], [0.083, -0.071, -0.044], [-0.870, -0.035, 0.125], [-0.456, 0.056, -0.028], [1.533, -0.065, -0.132], [-0.061, 0.018, 0.076], [-0.083, -0.068, -0.006], [-0.033, 0.043, -0.026], [-0.070, -0.439, -0.610], [-0.021, -0.400, -0.458], [0.373, 5.548, 7.518], [0.010, 0.008, -0.093], [-0.082, -0.017, -0.015], [0.015, -0.090, -0.041], [-0.099, 0.052, -0.626], [0.032, -0.071, -0.300], [0.388, -0.184, 1.359], [-0.044, 0.034, -0.152], [-0.077, -0.009, -0.100], [0.033, 0.017, -0.108], [0.414, 0.215, 0.525], [0.168, 0.097, 0.219], [-0.716, -0.416, -0.966], [0.018, 0.072, 0.077], [0.098, 0.033, 0.023], [0.020, 0.016, 0.126]], "mulliken_charge": [-0.9706, -0.4514, 0.1446, -0.2954, -0.1647, -0.4897, -0.4251, -0.7178, 1.0304, -0.3438, -0.3156, 0.5394, -0.3390, -0.3351, 0.9237, -0.2826, -0.3067, -0.0261, -0.2289, -0.2561, 0.3052, 0.0963, 0.2936, 0.4572, 0.1090, 0.0494, 0.0460, 0.0444, 0.2533, 0.1566, -0.0388, 0.3997, 0.2122, -0.7949, 0.3035, -0.3305, 0.2429, 0.2829, 0.2478, -0.4169, 0.2684, -0.3714, -0.1021, 0.3323, 0.2564, -0.9107, 0.5503, -0.5084, 0.2884, 0.2858, 0.3054, -0.5761, 0.2084, -0.3642, 0.2871, 0.2712, 0.1397, -0.6068, 0.2858, -0.4013, 0.2506, 0.1651, 0.2353, -0.4210, 0.3271, -0.4330, 0.2876, 0.0754, 0.1584, -0.8721, 0.2851, -0.0821, 0.2603, 0.2511, 0.2561, -0.7095, 0.4172, -0.5107, 0.2946, 0.2774, 0.2500, -0.7822, 0.3949, -0.4616, 0.2980, 0.2673, 0.2738], "e_lumo_ev": 1.7, "orbital_gap_ev": 3.45, "homo_energy_ev": -1.76, "total_charge": -1}


{"formula": "C28H40HgN10O2PS2", "method": "the ωB97M-V functional and the def2-TZVPD basis", "symbols": ["Hg", "C", "C", "N", "N", "C", "N", "S", "C", "C", "C", "C", "C", "N", "H", "H", "H", "H", "H", "H", "H", "H", "H", "H", "C", "O", "C", "O", "N", "N", "H", "H", "H", "H", "H", "H", "C", "N", "C", "N", "C", "N", "C", "P", "C", "C", "H", "H", "H", "H", "H", "H", "H", "H", "H", "H", "H", "H", "H", "N", "S", "C", "C", "C", "C", "C", "C", "C", "C", "C", "C", "C", "C", "H", "H", "H", "H", "H", "H", "H", "H", "H", "H", "H"], "positions_angstrom": [[-0.204, -0.437, 0.597], [-0.034, -0.051, 5.470], [-0.059, 0.094, 3.972], [-0.165, -0.910, 3.183], [-0.276, -2.142, 3.749], [-0.267, -3.275, 3.018], [-0.479, -4.414, 3.688], [0.034, -3.289, 1.371], [-0.025, 1.452, 3.362], [0.068, 2.596, 4.154], [0.029, 3.849, 3.565], [-0.097, 3.946, 2.189], [-0.172, 2.768, 1.466], [-0.136, 1.560, 2.024], [0.481, -0.965, 5.772], [-1.051, -0.083, 5.870], [0.487, 0.769, 5.950], [-0.377, -2.229, 4.750], [-0.684, -4.445, 4.673], [-0.466, -5.277, 3.177], [0.163, 2.535, 5.228], [0.084, 4.735, 4.183], [-0.136, 4.904, 1.690], [-0.279, 2.792, 0.386], [-4.600, 3.385, -1.912], [-4.305, 2.078, -1.402], [-3.183, 1.445, -1.726], [-3.079, 0.268, -1.380], [-2.272, 2.196, -2.413], [-1.084, 1.650, -2.884], [-5.621, 3.591, -1.612], [-4.534, 3.407, -2.999], [-3.945, 4.141, -1.474], [-2.377, 3.195, -2.422], [-0.308, 1.837, -2.262], [-0.889, 2.019, -3.803], [-1.972, -4.852, -1.890], [-0.992, -4.275, -2.922], [-1.770, -3.929, -4.191], [-2.867, -3.078, -3.897], [-3.760, -3.700, -2.921], [-3.059, -3.969, -1.674], [-2.689, -2.738, -0.968], [-1.516, -1.630, -1.918], [-0.333, -3.046, -2.377], [-2.486, -1.714, -3.521], [-1.413, -5.012, -0.968], [-2.321, -5.806, -2.286], [-0.293, -4.985, -3.139], [-2.117, -4.869, -4.620], [-1.079, -3.443, -4.878], [-4.139, -4.637, -3.332], [-4.601, -3.037, -2.727], [-2.233, -2.994, -0.012], [-3.588, -2.156, -0.767], [0.223, -3.312, -1.476], [0.385, -2.679, -3.113], [-1.903, -1.265, -4.328], [-3.391, -1.125, -3.391], [2.130, -0.605, -0.515], [3.573, 0.076, -0.486], [3.925, 0.706, 1.169], [3.009, 0.569, 2.193], [3.326, 1.073, 3.448], [4.552, 1.688, 3.662], [5.476, 1.790, 2.629], [5.167, 1.292, 1.373], [3.236, 1.629, -1.308], [2.638, 2.695, -0.651], [2.390, 3.865, -1.355], [2.739, 3.963, -2.696], [3.339, 2.890, -3.343], [3.588, 1.717, -2.647], [2.250, -1.613, -0.415], [2.059, 0.078, 2.012], [2.613, 0.982, 4.258], [4.792, 2.085, 4.640], [6.438, 2.254, 2.804], [5.881, 1.362, 0.559], [2.377, 2.625, 0.398], [1.937, 4.708, -0.849], [2.552, 4.882, -3.238], [3.624, 2.971, -4.384], [4.062, 0.874, -3.139]], "forces_ev_per_angstrom": [[-0.041, -0.177, -0.825], [0.015, 0.016, -0.054], [-0.062, -0.267, 0.212], [0.153, 0.113, 0.458], [-0.100, 0.089, 0.346], [0.168, -0.337, -0.625], [-0.039, 0.314, 0.160], [0.095, -0.164, -0.126], [-0.143, 0.548, -0.377], [-0.043, -0.198, 0.005], [-0.011, 0.066, -0.164], [0.051, 0.021, 0.245], [-0.063, -0.281, -0.010], [0.053, 0.299, 0.650], [0.066, 0.117, 0.031], [0.019, 0.028, -0.005], [0.005, -0.007, 0.042], [-0.085, 0.113, 0.024], [-0.022, -0.009, 0.012], [0.041, -0.055, -0.053], [-0.050, -0.027, -0.019], [0.026, 0.002, -0.028], [-0.010, -0.024, -0.003], [0.034, -0.065, 0.020], [-0.040, -0.064, 0.004], [-0.285, 0.401, 0.078], [-0.032, -0.958, 0.246], [0.075, 1.324, -0.569], [-0.141, -0.186, 0.242], [0.066, -0.388, -0.001], [-0.029, 0.011, 0.034], [0.002, -0.024, -0.007], [-0.004, 0.007, 0.045], [-0.060, 0.063, -0.004], [0.073, 0.038, 0.044], [0.021, -0.016, -0.072], [-0.150, 0.069, 0.148], [0.059, 0.009, 0.092], [-0.256, 0.143, -0.086], [-0.158, -0.082, -0.177], [0.198, 0.054, -0.049], [-0.151, -0.082, 0.091], [0.086, 0.248, -0.066], [0.311, -0.706, -0.224], [-0.042, 0.462, 0.177], [0.243, 0.026, 0.081], [0.087, 0.009, -0.038], [0.027, -0.001, -0.089], [0.015, 0.012, -0.015], [0.016, -0.063, 0.066], [0.096, -0.034, 0.019], [0.007, -0.017, -0.008], [0.003, 0.016, -0.008], [-0.031, -0.023, 0.016], [-0.018, -0.017, 0.019], [-0.012, -0.160, -0.038], [-0.030, -0.078, -0.059], [-0.018, 0.004, 0.022], [0.006, 0.039, -0.012], [-0.466, -0.309, 0.300], [-0.262, 0.305, 0.124], [0.108, -0.103, -0.199], [-0.028, -0.004, 0.007], [0.076, -0.006, -0.067], [-0.039, 0.026, 0.070], [-0.017, -0.004, -0.033], [0.027, 0.052, 0.054], [0.208, -0.086, 0.017], [-0.051, 0.023, -0.004], [-0.063, -0.046, -0.005], [-0.009, -0.022, -0.046], [-0.060, 0.024, 0.004], [0.043, -0.081, 0.017], [0.221, 0.068, -0.107], [0.140, -0.029, -0.040], [0.076, 0.002, 0.025], [0.021, -0.031, -0.015], [-0.015, -0.005, -0.004], [-0.025, 0.016, 0.046], [0.087, -0.021, -0.012], [0.010, 0.022, -0.003], [0.028, 0.003, 0.018], [-0.003, 0.001, 0.013], [-0.003, 0.054, 0.020]], "mulliken_spin": [0.6912, 0.0011, 0.0302, 0.0172, -0.0052, -0.0098, 0.0044, 0.0764, -0.0409, 0.0006, -0.0028, 0.0313, -0.0509, 0.0361, -0.0003, 0.0011, -0.0006, 0.0031, 0.0000, 0.0000, -0.0004, 0.0003, 0.0012, 0.0205, -0.0010, 0.0002, -0.0117, 0.0250, -0.0016, 0.0186, 0.0000, 0.0004, 0.0001, 0.0003, 0.0024, 0.0003, 0.0051, 0.0018, -0.0022, 0.0120, 0.0000, 0.0012, 0.0008, 0.0176, 0.0183, 0.0363, 0.0013, 0.0000, 0.0000, 0.0004, -0.0011, 0.0004, -0.0006, -0.0054, 0.0043, 0.0002, -0.0034, -0.0037, 0.0008, 0.0376, 0.0179, 0.0004, 0.0047, -0.0013, -0.0002, 0.0005, -0.0037, -0.0094, 0.0123, -0.0024, 0.0011, -0.0003, 0.0007, -0.0110, 0.0280, 0.0012, 0.0000, 0.0000, 0.0007, 0.0015, 0.0000, 0.0001, 0.0000, -0.0001], "spin_multiplicity": 2, "e_lumo_ev": [-5.1, -5.2], "orbital_gap_ev": [5.58, 7.66], "homo_energy_ev": [-10.73, -12.90], "total_charge": 2, "relative_energy_kj_mol": 59.12}


no.,energy (Eh)
1,-2855.73251
2,-3079.57162